The following is a DFT calculation (ωB97M-V with the def2-TZVPD basis set) of a cluster of 8 separate species, C30H55FO24 in total at a distorted geometry.

Structure (XYZ):
```
110
Properties=species:S:1:pos:R:3
C 0.099 -1.211 4.763
C -0.880 -0.390 5.613
O -1.428 0.535 4.657
C -0.653 0.574 3.562
O -0.769 1.371 2.691
O 0.250 -0.431 3.567
H -0.262 -2.192 4.461
H 1.051 -1.285 5.284
H -0.390 0.148 6.420
H -1.725 -0.984 5.951
C -4.731 2.933 3.515
C -3.684 3.972 3.136
O -4.112 4.535 1.888
C -3.445 5.599 1.423
O -2.635 6.233 2.037
O -3.875 5.807 0.187
C -3.194 6.846 -0.543
H -5.438 3.262 4.273
H -4.259 2.018 3.878
H -5.308 2.613 2.645
H -2.663 3.600 3.098
H -3.742 4.766 3.887
H -3.264 7.780 0.011
H -3.666 6.928 -1.515
H -2.151 6.549 -0.641
C 0.729 -4.682 -0.133
C 1.843 -5.547 -0.681
O 3.052 -4.790 -0.860
C 3.086 -3.880 -1.817
O 2.198 -3.557 -2.558
O 4.302 -3.322 -1.780
C 4.539 -2.296 -2.715
H -0.235 -5.186 -0.162
H 0.698 -3.737 -0.662
H 0.943 -4.433 0.912
H 1.576 -5.945 -1.664
H 2.088 -6.379 -0.029
H 3.926 -1.414 -2.494
H 4.288 -2.522 -3.754
H 5.582 -2.005 -2.641
C 2.957 0.952 -0.608
C 4.332 1.364 -1.112
O 5.236 0.265 -1.129
C 6.532 0.548 -1.023
O 7.037 1.627 -0.901
O 7.198 -0.610 -1.123
C 8.606 -0.488 -1.221
H 2.751 0.956 0.458
H 2.750 -0.039 -1.018
H 2.218 1.600 -1.084
H 4.690 2.216 -0.532
H 4.217 1.763 -2.122
H 8.987 -1.481 -1.460
H 9.062 -0.184 -0.279
H 8.908 0.182 -2.025
C 4.271 -0.972 2.483
C 4.184 -1.761 1.181
O 4.088 -3.167 1.458
C 5.112 -4.002 1.313
O 5.043 -5.152 1.636
O 6.180 -3.416 0.777
C 7.316 -4.228 0.542
H 4.712 0.015 2.346
H 4.858 -1.539 3.205
H 3.270 -0.805 2.890
H 5.049 -1.514 0.575
H 3.282 -1.548 0.614
H 6.982 -5.229 0.272
H 7.938 -4.324 1.436
H 7.916 -3.753 -0.226
C 0.528 -1.034 0.110
C -0.742 -1.666 0.641
O -1.786 -0.713 0.543
C -2.816 -0.791 1.387
O -3.049 -1.699 2.133
O -3.561 0.305 1.340
C -3.341 1.279 0.330
H 1.066 -0.502 0.892
H 0.322 -0.429 -0.773
H 1.252 -1.773 -0.245
H -0.573 -1.986 1.668
H -0.963 -2.537 0.023
H -3.444 0.857 -0.666
H -2.330 1.686 0.408
H -4.003 2.124 0.492
C -5.108 -2.620 -2.487
C -5.683 -1.436 -3.220
O -5.457 -0.247 -2.454
C -6.483 0.257 -1.765
O -7.588 -0.211 -1.713
O -6.051 1.355 -1.174
C -6.926 2.106 -0.351
H -5.297 -3.548 -3.035
H -5.580 -2.714 -1.508
H -4.031 -2.628 -2.308
H -6.750 -1.633 -3.343
H -5.286 -1.215 -4.209
H -7.938 2.109 -0.753
H -6.602 3.146 -0.358
H -6.875 1.748 0.675
C -2.404 2.927 -4.561
C -3.001 2.934 -3.136
O -3.424 4.259 -2.934
C -3.229 4.980 -4.078
O -3.462 6.137 -4.160
O -2.720 4.223 -5.056
F -2.052 2.622 -2.208
H -2.878 2.092 -5.074
H -1.320 2.839 -4.566
H -3.833 2.237 -3.044
```

## Properties
SMILES = O=C1OC[C@@H](F)O1.CCOC(=O)OC.CCOC(=O)OC.CCOC(=O)OC.CCOC(=O)OC.CCOC(=O)OC.CCOC(=O)OC.O=C1OCCO1
net charge = 0
orbital gap = 10.8 eV
ΔE to the lowest compared entry with this formula, charge and spin = 0.0 kcal per mole